Entry 1:
Molecular formula: C9H22N2P
Method: DFT, wB97M-V/def2-TZVPD

```
34
Properties=species:S:1:pos:R:3:forces:R:3
P 0.9214 -1.8211 -0.1719 0.5278 -1.3607 -2.0353
N 0.6071 -0.2912 -0.4175 -2.4416 -0.6044 0.2414
N -4.3752 -0.6568 -0.5074 1.6438 0.6815 -0.3599
C 2.9458 0.2829 -1.7424 3.2394 -1.9582 4.4461
C -0.6258 0.2621 0.2964 1.2782 0.4130 -2.2697
C 2.4262 0.8801 -0.4876 2.3684 -1.0858 1.9175
C -0.6950 0.1204 1.8413 -0.4274 -0.1160 -2.9768
C -3.1034 -0.0256 0.1732 -1.4390 -2.3553 -0.5897
C 3.3910 -0.8319 0.8977 0.4685 1.0464 4.8749
C 2.7412 0.5005 0.7777 1.5102 -0.5114 -0.1833
C -1.8249 -0.4912 -0.4223 0.4027 2.2671 2.5910
C -0.6114 1.7485 -0.1105 -0.3569 -0.8898 -0.3365
H 4.2995 -1.1673 0.4389 0.1539 0.3385 -1.0397
H 2.4222 1.0150 1.7323 0.3048 -0.4474 -1.5106
H -3.3631 0.9561 0.0113 0.2994 2.5641 0.5525
H 2.0245 1.7985 -0.5451 -1.6647 3.0761 -0.6627
H -1.5818 2.1316 0.1730 0.0872 0.9332 0.8329
H 3.6237 -1.0307 2.0440 -0.5291 0.2918 -2.1086
H 0.2792 2.0914 0.4528 -0.9130 0.8993 -0.6772
H -5.0751 -0.8354 0.1879 -0.4768 -0.6879 0.1910
H 3.1200 0.9373 -2.4438 0.3313 3.7995 -3.8137
H -0.7580 -0.9637 2.0043 -0.7261 0.3942 0.7381
H 2.5913 -1.5575 0.7226 -0.5035 -1.1279 -0.2830
H 2.2743 -0.4102 -2.0106 -2.2119 -2.4328 -1.6353
H -1.8698 -0.2022 -1.4098 0.6779 0.0158 -2.5457
H 0.2830 0.4191 2.1554 0.1776 0.6576 0.8291
H -3.9701 -1.4323 -0.9929 -0.6550 -1.2384 -0.3459
H -3.2839 -0.4435 1.1112 0.3562 0.3363 2.1051
H -0.6365 1.9353 -1.2294 0.8656 -0.4937 1.2778
H 3.9680 -0.2319 -1.6651 -1.4587 0.4882 0.4459
H 1.6801 -2.0454 -1.4980 -0.7074 -0.1300 1.8104
H -1.5518 0.8230 1.9835 0.7586 -0.9441 1.4565
H -1.5342 -1.4596 -0.1752 -0.4978 -2.1085 -0.2569
H -4.7383 -0.0046 -1.1743 -0.4427 0.2894 -0.6798
```
Positions in Å, forces in eV/Å.

## Properties
**Total charge**: +1
**Kohn-Sham gap**: 6.974 eV
**Maximum force**: 5.839 eV Å⁻¹
**Highest occupied orbital energy**: -10.64 eV
**Energy relative to the best compared isomer or geometry (same formula, charge and spin)**: 5.5472 eV

=====

Entry 2:
Molecular formula: C9H22N4O7Tm
Method: DFT, wB97M-V/def2-TZVPD

```
43
Properties=species:S:1:pos:R:3:forces:R:3
Tm -0.1215 0.1042 0.1252 1.8367 2.0712 -0.6630
O 1.8018 -0.9551 1.2048 -0.6729 -0.0680 0.7389
O -0.4358 1.9376 2.7254 0.0037 -0.1523 -0.4609
O 0.2213 -1.9678 -2.0974 -1.4090 -0.6483 2.0186
O -2.0749 1.1158 0.0605 -0.5985 -0.0503 1.3027
O -1.6047 -0.6370 3.0176 0.0595 -1.3710 -2.1097
O 2.0158 0.4933 -1.7524 -0.6901 0.5997 0.1947
O -0.1474 0.4087 -4.7800 -0.3448 -0.1174 -0.1524
N 1.4253 1.1497 -0.7847 1.2343 2.2006 1.7611
N -1.2540 -1.0361 1.6840 -0.7287 -2.7457 2.0810
N 0.1955 1.7602 1.5683 2.3266 1.4818 -0.2470
N -0.3714 -1.7404 -0.8054 -0.6700 -4.0335 -0.9230
C 1.2403 2.5708 1.1635 -2.4808 -1.5836 0.9127
C -2.1485 -3.3114 2.1438 0.0574 0.0575 -0.1851
C 3.0052 2.9138 -0.7776 0.1831 0.2680 0.5185
C -0.9660 -4.0856 -0.5690 0.2056 -0.0795 0.4872
C -0.8842 -2.7078 -0.0322 1.2136 1.7706 -3.4896
C -1.4342 -2.3151 1.3026 -0.0768 3.0528 1.6428
C 1.5939 3.7050 2.0411 0.2687 0.0180 -0.3205
C 1.8899 2.2344 -0.0949 -0.4521 -2.0439 -2.3481
C -1.0591 0.8696 -3.7923 0.3615 -0.0641 -0.1806
H 1.8383 3.3027 3.0366 -0.0718 0.3860 -0.2226
H -0.8382 -4.7852 0.2677 -0.1459 -0.1545 -0.5337
H 0.5871 -1.0884 -2.3930 0.1628 -0.2938 0.5307
H -1.9578 -4.1953 -1.0385 0.3169 -0.2360 0.1450
H 1.4583 -1.7462 1.6621 0.5085 0.3001 -0.1181
H 3.2317 3.8219 -0.2203 0.4992 0.0273 -0.4830
H -1.7027 1.7841 0.6986 -0.6879 0.1320 -0.3619
H -1.2980 0.3198 3.1022 0.3298 0.1072 -0.5707
H 2.6757 3.1164 -1.8111 0.3599 0.0776 0.3816
H 2.4391 4.2360 1.5908 -0.2478 0.1418 0.5109
H -0.4805 1.5081 -3.1183 -0.1527 0.2222 -0.1965
H 0.7028 4.3471 2.1206 0.4076 -0.0333 0.1967
H 3.8468 2.2026 -0.8200 -0.0437 0.5091 -0.0730
H -1.4025 -3.9221 2.6804 -0.4176 0.0550 -0.0731
H -2.7793 -2.7648 2.8571 0.2138 -0.3700 -0.1330
H -0.1774 -4.1953 -1.3284 -0.3925 -0.1802 0.2747
H -0.6631 0.0144 -5.4998 0.2882 0.1272 0.2343
H -2.3781 0.4092 0.6919 -0.6465 0.9839 -0.6336
H 2.0731 -0.3569 1.9301 0.0738 -0.2447 -0.3821
H -2.7522 -3.9488 1.4772 0.1826 0.0805 0.4885
H -1.4035 0.0177 -3.1948 -0.4639 -0.0209 0.0035
H -1.9068 1.4162 -4.2420 0.3003 -0.1793 0.4373
```
Positions in Å, forces in eV/Å.

## Properties
**Total charge**: +1
**Kohn-Sham gap (spin up / spin down)**: 4.964 / 4.936 eV
**Maximum force**: 4.192 eV Å⁻¹
**Highest occupied orbital energy (spin up / spin down)**: -10.43 / -10.40 eV
**Multiplicity**: 3

=====

Entry 3:
Molecular formula: C9H22O5Si
Method: DFT, wB97M-V/def2-TZVPD

```
37
Properties=species:S:1:pos:R:3:forces:R:3
Si -0.4304 -0.2263 -1.7910 -0.9193 0.2374 0.8278
O -0.8946 -0.5599 -3.3481 0.5290 1.4051 0.9932
O 0.5542 -0.4131 2.8497 -0.3219 0.7312 0.5462
O -0.0690 2.3166 2.1367 0.2580 0.5665 0.3692
O 0.9538 -1.0884 -1.4403 -1.7762 1.2502 1.3173
O -1.5784 -0.7839 -0.6949 0.4670 0.8476 -1.1956
C -1.3194 -2.0126 -0.0600 -0.1447 -0.5279 0.2637
C -0.5197 1.6830 0.9434 -0.7235 -1.1413 0.5754
C 1.8022 -1.3296 -2.4885 0.5537 -0.8964 -0.9594
C 1.8041 -0.2315 2.2097 0.2960 -0.3985 -0.4978
C -1.3723 -1.8199 -3.6717 1.3058 -1.1896 -0.6087
C 0.2050 2.1584 -0.2805 0.9550 1.4503 0.2028
C -0.2961 1.6571 -1.6235 -0.5853 -1.8286 0.2493
C -0.5995 1.7257 3.3315 -1.1124 -0.6041 -1.3385
C 0.2836 0.6034 3.8217 1.0319 0.0632 0.8885
H 2.6127 -0.6575 2.8187 -0.0775 -0.0076 -0.0717
H -0.3880 0.6039 1.0870 -0.0502 0.1225 -0.3082
H 0.2774 1.9744 -2.4739 0.5755 0.4908 -0.2497
H -1.3037 2.0135 -1.8088 -0.3405 0.1360 -0.0285
H -1.6125 1.3084 3.0775 0.6378 0.3107 0.3040
H -1.5989 1.8303 0.8555 -0.2047 0.1520 -0.1415
H -1.3888 -1.8839 -4.7641 -0.1308 -0.2300 0.1600
H -2.1859 -2.3317 0.5532 0.3469 0.2621 -0.4856
H 1.2531 1.0517 4.1473 -0.4969 -0.2877 -0.1594
H 2.0578 0.8137 1.9986 -0.3046 -0.0445 0.1189
H 2.8049 -1.4461 -2.1220 0.6005 0.0143 0.1198
H -2.3432 -1.9879 -3.2715 -0.9444 -0.2031 0.3237
H 1.2645 1.9468 -0.1317 0.1375 -0.2526 -0.1688
H -0.1628 0.1579 4.7367 0.1129 -0.0065 -0.6097
H -0.4732 -1.8464 0.6001 0.1703 -0.5424 0.2261
H -0.7529 2.4858 4.1155 0.3277 -0.1438 -0.3782
H -1.0866 -2.7773 -0.8239 -0.0602 0.0083 0.6008
H 1.7515 -0.7629 1.2447 0.0886 0.1120 0.3628
H -0.6741 -2.6049 -3.2782 -0.6244 0.3000 -0.3878
H 1.7693 -0.5525 -3.2422 0.1673 0.1733 -0.3454
H 0.1751 3.2601 -0.2914 -0.1166 -0.1680 0.0578
H 1.4805 -2.2743 -2.9213 0.3726 -0.1609 -0.5728
```
Positions in Å, forces in eV/Å.

## Properties
**Kohn-Sham gap**: 10.012 eV
**SMILES string**: COCCOCCC[Si](OC)(OC)OC
**Maximum force**: 2.540 eV Å⁻¹
**Highest occupied orbital energy**: -9.12 eV
**Energy relative to the best compared isomer or geometry (same formula, charge and spin)**: 0.0000 eV

=====

Entry 4:
Molecular formula: C9H23AlN3O9P
Method: DFT, wB97M-V/def2-TZVPD

```
46
Properties=species:S:1:pos:R:3:forces:R:3
P -3.1813 3.6249 1.9489 -1.0927 1.0619 -1.4379
Al -0.5090 1.5639 1.3149 -0.5149 -0.3693 -0.5465
O -3.5086 4.8223 1.0309 0.7952 0.5188 0.8639
O -3.1476 2.4689 0.9243 0.1674 -2.2138 -0.5357
O -1.8518 3.6161 2.6605 0.1014 0.2081 0.7558
O -0.4892 0.8754 -1.4178 0.0321 0.6618 0.2238
O 0.5319 -0.9890 0.7013 -0.2865 -0.3504 -0.4536
O 1.8946 2.4569 0.0117 0.4885 -0.3768 0.5546
O -4.5334 3.2532 2.6163 0.9574 -0.2162 0.3519
O -2.5295 -0.3710 0.4894 0.0595 -0.2405 0.7734
O 1.1104 0.4502 3.3464 0.0347 0.5417 -0.7309
N 3.6174 2.9893 -1.3490 1.4634 -0.4473 0.0060
N 1.5843 -2.9619 1.0110 0.0360 -1.6241 0.3320
N -3.9465 -1.5903 -0.8213 0.5766 -0.8180 -0.0403
C -2.7278 -1.0525 -0.4716 -0.2466 -0.1613 -0.6790
C 4.2543 2.7280 -2.6234 -0.8819 0.6540 -0.7590
C -4.1298 -2.0180 -2.1949 -0.6685 -0.5663 0.8155
C 2.7173 -3.6792 1.5511 0.0023 0.6201 -0.0149
C 2.5128 2.2765 -1.0069 -1.2458 1.0658 -0.4784
C 1.5315 -1.6106 0.9546 -0.2888 1.2872 0.6286
C -5.0836 -1.4846 0.0513 -0.4950 0.9982 -0.8984
C 4.4695 3.7013 -0.3891 -0.8723 0.1650 -0.4966
C 0.3844 -3.7535 0.7919 -0.0923 0.8830 -1.0838
H 5.4654 3.5756 -0.8081 0.3147 0.3259 0.5636
H -1.9944 -1.3671 -1.2326 0.4620 0.4796 0.2490
H 0.3324 -4.6050 1.4650 0.0398 -0.0485 0.0004
H -4.9588 -2.7365 -2.1942 -0.4288 0.5389 -0.1950
H -0.2762 0.0630 -1.8876 0.1725 -0.2442 0.2518
H 4.1700 4.7518 -0.3449 0.2883 0.1319 -0.2165
H 2.1418 1.7280 -1.8864 -0.3559 -0.5701 0.4341
H -0.5067 -3.1278 0.8566 0.1275 0.1267 0.5064
H 3.5321 2.3629 -3.3575 -0.1690 -0.4433 0.3813
H -3.3484 -2.6772 -2.5790 0.6134 0.6804 0.0615
H -5.8114 -0.7706 -0.3659 0.1319 0.1937 0.1591
H 4.3776 3.3665 0.6420 -0.0296 -0.5700 -0.1623
H 4.5016 3.6855 -3.0957 0.6127 -0.0251 0.2645
H 0.3771 -4.0429 -0.2665 0.0076 -0.6303 0.1496
H 3.5106 -2.9402 1.6667 0.1769 -0.2219 0.2028
H 2.4768 -4.1330 2.5171 0.0256 0.1637 0.1601
H 3.0804 -4.4983 0.9233 -0.1187 0.1336 -0.3380
H -4.3151 -1.1273 -2.7965 -0.0741 -0.3920 -0.5673
H 1.0923 -0.3153 3.9279 -0.3669 -0.1450 -0.0173
H -4.7139 -1.0588 0.9820 -0.2601 -0.3680 0.2306
H -5.6587 -2.4150 0.0867 0.4339 -0.2484 0.5059
H 5.1029 2.0406 -2.6104 0.1642 0.1173 0.2110
H 2.4529 -1.0752 1.2273 0.2030 -0.2668 0.0142
```
Positions in Å, forces in eV/Å.

## Properties
**Total charge**: -2
**Kohn-Sham gap**: 3.896 eV
**Maximum force**: 2.284 eV Å⁻¹
**Highest occupied orbital energy**: -0.30 eV
**Energy relative to the best compared isomer or geometry (same formula, charge and spin)**: 0.0000 eV

=====

Entry 5:
Molecular formula: C9H23BBr8Na2O
Method: DFT, wB97M-V/def2-TZVPD

```
44
Properties=species:S:1:pos:R:3:forces:R:3
Br -3.1435 1.5726 -1.5814 -0.1464 0.5155 0.1040
Br -0.8042 -3.0882 -2.8234 -0.1439 0.1090 0.3254
Br -2.4922 -3.3099 0.7800 0.4197 0.2054 0.1823
Br -1.2683 5.0661 0.8064 -0.1390 0.1480 0.1246
Br 2.1196 -5.6339 -0.2556 -0.2665 0.1817 0.0505
Br 3.3531 0.5321 1.6256 0.5266 0.1750 0.2824
Br -0.1442 2.2714 4.0732 0.3427 -0.1849 -0.0716
Br -3.3390 -1.9082 3.9097 0.7632 0.5867 -0.6179
Na 2.5367 0.9359 -1.2658 0.0117 0.3332 -0.9718
Na -0.4337 0.1957 -2.6126 0.6081 0.4836 -0.4978
O 1.4369 1.4750 -3.4379 -0.3020 -0.6562 0.9706
C -2.0854 -1.1186 2.5487 -0.4563 -0.5696 -0.0725
C 0.7592 -3.8286 -1.9216 0.7928 -0.1363 -0.6425
C -1.6614 3.3012 0.0976 0.3426 0.0360 -0.2074
C -1.2744 -2.2077 1.8727 -0.5065 -0.1506 0.4384
C 1.9283 1.8993 -4.6569 -0.3726 -0.2677 -0.4754
C 0.4921 -4.6537 -0.6885 -0.6338 0.2806 -0.1321
C 1.2133 1.0114 3.4037 0.1739 0.4198 0.1932
C -2.9530 3.3301 -0.6880 0.2369 -0.1836 0.3506
C 2.3366 1.7810 2.7206 -1.1351 0.2732 -0.1576
B 0.4243 -0.0460 -0.2984 0.1443 -0.1384 0.9505
H -0.6358 -0.3548 -0.5759 -1.9081 -0.4132 -0.0307
H 2.9826 2.3207 3.4044 0.2234 -0.3108 0.0512
H 2.0252 2.9934 -4.7281 0.4867 0.0465 0.1716
H 1.8807 2.5147 2.0589 0.1939 -0.1025 -0.2352
H 2.8595 1.3843 -4.9442 0.3604 0.3885 0.1575
H -0.8221 -2.8592 2.6170 -0.0278 -0.1388 -0.1243
H 1.1314 -0.6510 -0.9464 1.5073 -1.8269 -1.1813
H -0.3261 -5.3567 -0.8194 0.2155 -0.2144 -0.1496
H 1.2953 1.6814 -5.5431 -0.3819 -0.1964 0.2733
H -1.4580 -0.3809 3.0420 -0.0587 -0.1087 0.2233
H 1.4503 -3.0147 -1.7167 -0.2476 0.1626 0.1062
H 1.5830 0.4515 4.2563 -0.1492 -0.1114 0.0065
H -1.6565 2.6203 0.9427 -0.1813 -0.0618 -0.0339
H 0.6747 0.3912 2.6984 0.1501 -0.1057 -0.0039
H 1.2083 -4.4153 -2.7185 0.0025 -0.2030 0.1633
H 0.6746 1.0062 -0.6205 -0.3298 2.5875 -0.4764
H -2.9539 4.1352 -1.4157 0.0445 -0.2791 -0.2999
H -0.5088 -1.7875 1.2237 -0.2201 0.0146 -0.0928
H -3.8222 3.4449 -0.0477 -0.0183 -0.1469 -0.0001
H -2.7177 -0.6342 1.8105 -0.0795 0.1344 0.1447
H 0.1993 -4.0187 0.1404 0.3429 -0.0421 0.1830
H 0.7432 -0.1290 0.8110 -0.0852 -0.3879 1.0923
H -0.8076 3.0812 -0.5367 -0.0997 -0.1447 -0.0708
```
Positions in Å, forces in eV/Å.

## Properties
**Kohn-Sham gap**: 7.374 eV
**Maximum force**: 2.652 eV Å⁻¹
**Highest occupied orbital energy**: -7.69 eV

=====

Entry 6:
Molecular formula: C9H23ClNbO2
Method: DFT, wB97M-V/def2-TZVPD

```
36
Properties=species:S:1:pos:R:3:forces:R:3
Nb 1.6270 0.6578 -1.6447 0.9139 1.1730 -3.4841
Cl 0.9973 3.0592 -1.3103 0.0673 -0.5507 -0.0296
O -1.1091 0.3522 2.5812 0.1432 -0.1382 -0.4531
O 2.2809 1.0361 -3.5578 -0.9116 0.0731 1.3880
C 2.2747 -1.4802 -1.8836 -0.1282 0.4249 0.8951
C -2.0808 0.8490 1.6720 0.2386 -0.1134 0.5029
C -1.6723 -0.8197 -0.2511 -0.4259 0.2886 0.4996
C -2.6146 -0.2792 0.8408 0.5588 -0.0893 -0.6258
C -1.6574 0.1053 -1.4633 0.0655 -0.8045 -0.5882
C 0.9455 0.6453 3.7220 -0.0304 0.2961 -0.4674
C -0.2166 1.3325 3.0540 -0.1728 -0.1127 0.5795
C 1.6398 -2.4848 -0.9185 -0.0718 0.2765 -0.5383
C -0.4402 0.0635 -2.4005 -0.1191 -0.3920 1.6410
H -1.6550 1.6286 1.0506 0.2498 0.2369 -0.2556
H -2.5157 -0.2030 -2.0592 -0.5181 0.1083 -0.1238
H 2.1387 -3.4481 -0.9157 0.2613 -0.2930 0.0313
H 1.6237 -2.0845 0.0796 0.0113 -0.0019 0.5367
H 1.1074 0.4059 0.0639 -0.0958 -0.0030 0.2280
H -2.8871 1.2894 2.2578 -0.3033 0.2498 0.0941
H 3.3033 0.9377 -0.9397 -0.0988 -0.5173 0.7373
H 2.1101 -1.7733 -2.9103 -0.1720 0.0002 -0.4931
H -0.6432 0.7853 -3.1847 0.2642 0.3908 -0.3572
H 0.1554 1.9616 2.2578 -0.0208 0.2405 -0.4937
H -2.9140 -1.0770 1.5036 -0.2611 -0.3031 0.2732
H 1.7904 1.7708 -3.9576 0.3376 -0.1042 0.0203
H -0.7217 1.9654 3.7882 -0.2545 0.2534 0.0651
H -1.8773 1.1158 -1.1607 0.1996 0.5956 0.2109
H -2.1018 -1.7723 -0.5263 0.0575 -0.5112 -0.3235
H 3.3429 -1.5045 -1.7207 0.4934 0.1596 -0.0674
H 0.5884 -0.1999 4.2821 -0.0345 -0.3806 0.3750
H -3.4732 0.0861 0.2947 -0.6627 0.1028 0.0680
H -0.3757 -0.9032 -2.8917 0.0134 -0.3490 -0.1053
H -0.6936 -1.0217 0.1518 0.4711 0.1380 0.1250
H 1.4746 1.3404 4.3573 0.1395 0.1731 0.3523
H 1.6306 0.3291 2.9548 0.3335 -0.4355 -0.2454
H 0.6187 -2.6658 -1.2159 -0.5382 -0.0814 0.0281
```
Positions in Å, forces in eV/Å.

## Properties
**Total charge**: -1
**Kohn-Sham gap**: 7.669 eV
**Maximum force**: 3.788 eV Å⁻¹
**Highest occupied orbital energy**: -4.52 eV

=====

Which value of maximum force does entry 1 give? 5.839 eV Å⁻¹

=====

The highest maximum force belongs to which entry? C9H22N2P